[1]
This record from the OMol25 dataset describes a 2-piece molecular cluster, C10H17IO overall. The level of theory is ωB97M-V/def2-TZVPD.

Results
Relative energy (zero: lowest compared OMol25 entry of this formula, charge and spin) = 0.00 kJ/mol
Highest occupied orbital energy (spin up / spin down) = -6.851 / -6.559 eV
Total charge = 0

Each line ends with the Mulliken charge.
Cartesian coordinates (Å):
I  -1.567  -0.297  -3.234  0.04
O  -0.574  -0.701  1.277  -0.22
C  0.912  0.368  -0.333  -0.48
C  1.866  3.387  -0.076  -1.20
C  -3.033  -1.140  -0.712  -0.56
C  0.037  1.610  -0.161  -0.25
C  0.198  -2.869  1.576  -0.24
C  1.033  -2.164  0.486  -0.82
C  -0.700  -1.752  2.048  -0.71
C  -2.012  -1.404  -1.498  -0.42
C  0.635  2.860  -0.805  -0.55
C  0.320  -0.832  0.334  0.39
H  1.052  0.160  -1.398  0.18
H  -0.383  -3.704  1.167  0.23
H  0.811  -3.270  2.386  0.29
H  2.240  4.278  -0.573  0.38
H  -1.342  -2.233  -1.354  0.37
H  -0.128  1.792  0.901  0.30
H  -3.701  -0.312  -0.876  0.28
H  -0.127  3.643  -0.807  0.35
H  -3.226  -1.751  0.154  0.26
H  -1.594  -1.854  2.630  0.47
H  2.664  2.649  -0.066  0.32
H  0.887  2.646  -1.844  0.30
H  2.065  -2.002  0.811  0.33
H  1.074  -2.722  -0.452  0.28
H  1.909  0.556  0.084  0.30
H  -0.936  1.415  -0.617  0.10
H  1.620  3.642  0.952  0.29

Cartesian forces (eV/Å) of the 3 atoms listed first:
I -0.09 -0.18 0.31
O -0.66 1.37 0.14
C -0.56 -0.02 0.45


[2]
This record from the OMol25 dataset describes one molecule with the formula C10H17ISi. The level of theory is ωB97M-V/def2-TZVPD.

Results
Relative energy (zero: lowest compared OMol25 entry of this formula, charge and spin) = 103.83 kJ/mol
Highest occupied orbital energy = -9.139 eV
Total charge = 0

Each line ends with the Mulliken charge.
Cartesian coordinates (Å):
I  1.763  -3.165  0.853  -0.23
Si  1.365  -0.728  1.134  0.57
C  2.974  -0.062  -1.315  -0.70
C  -2.382  0.577  -1.851  -0.73
C  -1.200  1.076  0.337  -0.72
C  -1.923  -0.876  -1.833  -0.76
C  -0.615  -0.412  0.331  -0.05
C  -0.567  -1.035  -1.047  -0.65
C  1.863  0.842  3.354  -0.65
C  -2.418  1.119  -0.489  -0.63
C  1.737  -0.411  2.954  -0.23
C  2.759  0.010  -0.041  -0.38
H  2.513  -0.817  -1.994  0.24
H  -1.591  1.139  -2.252  0.33
H  -1.543  1.429  1.265  0.40
H  -2.785  -1.425  -1.296  0.31
H  1.612  1.654  2.703  0.26
H  1.964  -1.320  3.553  0.28
H  -3.395  0.816  -2.274  0.31
H  -1.267  -1.136  0.815  0.37
H  2.412  1.146  4.290  0.21
H  3.851  0.278  -1.726  0.36
H  3.411  0.700  0.421  0.38
H  -0.495  1.776  -0.123  0.32
H  -2.945  2.153  -0.581  0.28
H  -3.128  0.435  0.072  0.30
H  0.215  -0.485  -1.502  0.23
H  -1.815  -1.164  -2.910  0.31
H  -0.369  -2.115  -0.849  0.25

Cartesian forces (eV/Å) of the 3 atoms listed first:
I -0.10 0.04 0.13
Si -1.38 0.12 -1.75
C -1.37 -3.29 -1.97


[3]
This record from the OMol25 dataset describes a 2-piece molecular cluster, C10H17N overall. The level of theory is ωB97M-V/def2-TZVPD.

Results
Relative energy (zero: lowest compared OMol25 entry of this formula, charge and spin) = 578.05 kJ/mol
Highest occupied orbital energy = -9.471 eV
Total charge = 0

Each line ends with the Mulliken charge.
Cartesian coordinates (Å):
N  2.026  -2.472  -1.343  -0.56
C  1.257  -2.163  -2.426  -0.31
C  -1.372  0.162  1.290  -0.34
C  -0.999  1.126  0.208  -0.36
C  2.770  -0.033  -1.571  -0.30
C  -1.582  0.925  2.520  -0.63
C  1.181  -0.953  -3.017  -0.50
C  -1.723  0.163  4.026  -1.11
C  1.875  0.084  -2.574  -0.12
C  -0.640  0.638  -1.173  -0.65
C  2.832  -1.364  -1.044  -0.24
H  0.767  -0.953  -3.959  0.43
H  -2.254  -0.509  0.980  0.23
H  -2.719  1.270  2.173  0.18
H  -2.439  -0.580  3.865  0.33
H  -1.457  0.317  -1.883  0.33
H  -1.022  1.810  2.758  0.47
H  0.631  -2.900  -2.726  0.51
H  -0.067  1.377  -1.870  0.25
H  -0.851  -0.371  4.300  0.35
H  3.370  -1.430  -0.074  0.32
H  3.155  0.850  -1.013  0.35
H  -1.942  1.118  4.786  0.26
H  1.756  1.173  -2.781  0.44
H  -0.585  -0.615  1.212  0.36
H  -1.720  2.014  -0.098  0.26
H  -0.096  1.886  0.475  0.14
H  -0.152  -0.571  -1.040  -0.08

Cartesian forces (eV/Å) of the 3 atoms listed first:
N 1.38 3.74 -1.01
C 2.15 -0.10 2.59
C 0.86 -2.31 -2.29


[4]
This record from the OMol25 dataset describes a 2-piece molecular cluster, C10H17N2O overall. The level of theory is ωB97M-V/def2-TZVPD.

Results
Highest occupied orbital energy (spin up / spin down) = -10.557 / -13.110 eV
Total charge = +1
Spin multiplicity = 3

Each line ends with the Mulliken charge.
Cartesian coordinates (Å):
O  1.106  3.549  -1.159  -0.41
N  1.529  0.179  -0.824  -0.42
N  -1.794  1.018  0.600  0.06
C  -1.243  -1.373  0.754  0.04
C  3.132  1.240  0.553  -0.60
C  1.543  2.510  -0.776  0.29
C  -2.154  -1.618  -0.437  -0.93
C  2.335  -0.915  -0.344  -0.21
C  -2.207  -0.322  -1.326  -0.45
C  -2.638  0.824  -0.607  -0.43
C  3.466  -0.305  0.502  -0.87
C  -1.796  -0.086  1.567  -0.78
C  1.972  1.306  -0.367  0.37
H  -1.611  -2.360  -0.906  0.41
H  -1.109  -2.295  1.302  0.52
H  3.941  1.903  0.286  0.40
H  3.446  -0.552  1.509  0.29
H  -1.053  0.179  2.354  0.41
H  -2.711  -0.193  2.065  0.41
H  2.854  1.444  1.539  0.29
H  -1.261  -0.239  -1.791  0.31
H  -3.073  -2.050  -0.060  0.37
H  -0.265  -1.147  0.320  -0.26
H  4.393  -0.490  0.162  0.40
H  -2.994  -0.591  -2.133  0.28
H  1.786  -1.681  0.222  0.19
H  -1.423  1.896  0.857  0.33
H  2.689  -1.430  -1.354  0.33
H  -3.780  0.810  -0.303  0.29
H  -2.463  1.780  -1.206  0.36

Cartesian forces (eV/Å) of the 3 atoms listed first:
O 1.19 -2.50 1.16
N -2.00 -1.06 -0.58
N -2.51 -2.81 0.17


[5]
This record from the OMol25 dataset describes an isolated ion of composition C10H17N2O3 and charge +1. The level of theory is ωB97M-V/def2-TZVPD.

Results
Relative energy (zero: lowest compared OMol25 entry of this formula, charge and spin) = 576.66 kJ/mol
Highest occupied orbital energy (spin up / spin down) = -12.346 / -12.039 eV
Total charge = +1

Each line ends with the Mulliken charge.
Cartesian coordinates (Å):
O  -1.570  -0.048  -1.752  -0.41
O  -4.372  -3.624  2.676  -0.35
O  -4.902  -0.984  0.440  -0.49
N  -4.640  -2.636  2.047  0.26
N  0.541  0.580  0.079  0.37
C  0.601  0.819  -1.367  -0.67
C  0.824  -1.867  0.701  -1.25
C  1.545  -0.474  0.440  -0.39
C  -2.886  -2.332  0.438  -0.51
C  -4.459  -1.967  0.977  0.51
C  1.996  2.562  0.562  -1.17
C  -0.422  -2.046  0.974  0.17
C  -1.649  -2.098  1.321  -0.06
C  -0.213  -0.164  -2.178  -0.87
C  0.673  1.853  0.803  -0.71
H  2.204  2.952  -0.440  0.32
H  2.014  -0.319  1.392  0.43
H  -1.856  0.807  -2.042  0.32
H  1.496  -2.608  0.429  0.50
H  -0.039  0.018  -3.234  0.34
H  -2.973  -3.498  0.150  0.37
H  2.080  3.420  1.130  0.46
H  0.152  -1.092  -1.937  0.49
H  0.581  1.654  1.907  0.47
H  2.155  -0.570  -0.461  0.37
H  0.104  1.757  -1.705  0.33
H  -0.229  2.368  0.749  0.58
H  2.822  1.841  0.703  0.31
H  -2.803  -1.841  -0.564  0.18
H  1.708  0.641  -1.620  0.41
H  -0.460  0.236  0.360  0.23
H  -2.055  -2.125  2.310  0.44

Cartesian forces (eV/Å) of the 3 atoms listed first:
O 0.87 -0.91 -0.07
O -0.20 0.26 -1.09
O -1.64 -0.28 0.41


[6]
This record from the OMol25 dataset describes a 2-piece molecular cluster, C10H17N3OS overall. The level of theory is ωB97M-V/def2-TZVPD.

Results
Relative energy (zero: lowest compared OMol25 entry of this formula, charge and spin) = 525.31 kJ/mol
Highest occupied orbital energy = -8.400 eV
Total charge = 0

Each line ends with the Mulliken charge.
Cartesian coordinates (Å):
S  1.574  -0.293  -0.157  0.71
O  2.071  -0.985  -1.364  -0.66
N  -1.179  -0.253  1.523  -0.52
N  3.048  -0.494  0.814  -0.60
N  3.405  1.799  -1.080  -0.47
C  -1.877  1.963  1.053  -0.54
C  -1.367  1.534  -1.732  -1.39
C  -0.504  -1.439  1.372  -0.80
C  3.490  1.393  -2.150  0.14
C  -2.378  -0.771  -1.131  -1.27
C  -1.312  0.287  -0.870  1.12
C  -1.385  0.648  0.689  1.14
C  0.673  -1.656  0.776  0.73
C  1.392  -2.962  0.752  -1.33
C  -1.713  2.472  2.298  -0.94
H  -1.263  1.940  3.194  0.24
H  -2.104  3.391  2.567  0.34
H  2.025  -3.122  1.693  0.21
H  3.842  0.994  -3.019  0.33
H  -0.354  -0.143  -1.147  -0.17
H  -0.357  1.992  -1.780  0.25
H  -2.150  2.232  -1.336  0.29
H  3.811  0.045  0.491  0.31
H  -3.346  -0.411  -0.615  0.31
H  -0.952  -2.246  1.965  0.36
H  -2.619  -1.149  -2.194  0.34
H  -1.540  1.171  -2.791  0.36
H  0.717  -3.767  0.625  0.45
H  -2.579  2.432  0.402  0.22
H  2.063  -2.783  -0.161  0.33
H  2.874  -0.185  1.802  0.22
H  -2.006  -1.636  -0.491  0.29

Cartesian forces (eV/Å) of the 3 atoms listed first:
S 1.94 -1.69 1.79
O -0.65 0.24 -0.84
N 0.76 -0.01 2.31


Let's list total energy in order: -764.019278 -978.350477 -445.807072 -575.560846 -725.938845 -1028.760023 Ha.
Let's list max |F| in order: 0.0409 0.0832 0.1131 0.1200 0.1288 0.0713 Eh/bohr.